# 1
DFT (wB97M-V/def2-TZVPD) results for a structure of composition BrMg at a distorted geometry.

Last column: Löwdin charge in e.
Cartesian coordinates (Å):
Br: 0.616 -0.689 0.103  0.31
Mg: -0.616 0.689 -0.103  0.69

Calculated values
Net charge = +1
HOMO energy = -16.54 eV
DFT total energy = -2773.7789 a.u.
Orbital gap = 9.1371 eV
Energy above the lowest of the compared OMol25 structures with the same formula, charge and spin = 42.4 kcal/mol

# 2
DFT (wB97M-V/def2-TZVPD) results for a structure of composition C100H120AsF6O28P at a distorted geometry.

Last column: Löwdin charge in e.
Cartesian coordinates (Å):
As: -0.188 -0.323 0.181  1.03
P: 4.303 -1.692 -1.475  1.04
F: 1.169 -1.398 0.626  -0.25
F: 0.463 0.181 -1.429  -0.26
F: -0.936 -0.782 1.728  -0.24
F: 0.705 1.041 0.948  -0.27
F: -1.618 0.806 -0.059  -0.29
F: -1.035 -1.713 -0.705  -0.26
O: -6.592 3.476 -2.141  0.04
O: 1.730 1.978 3.196  0.01
O: 2.127 5.914 -0.697  0.02
O: 6.746 2.867 3.601  0.05
O: -1.623 1.800 -3.809  0.05
O: -8.390 -1.431 -2.763  0.03
O: -2.373 -2.589 6.742  0.04
O: -5.982 0.775 4.241  0.04
O: -2.464 -3.350 0.494  0.00
O: 4.460 -0.003 8.077  0.03
O: -0.104 -6.881 4.555  0.02
O: 0.352 -5.530 -5.491  0.03
O: -5.094 6.040 -4.662  0.07
O: -3.002 -4.908 -6.852  0.06
O: -2.048 9.557 -1.360  0.02
O: -2.371 4.524 2.915  0.02
O: -3.142 -8.775 0.179  0.04
O: -2.561 9.909 4.076  0.04
O: 5.121 4.886 -3.585  0.03
O: -0.808 4.597 7.172  0.03
O: 2.439 -2.672 2.313  0.01
O: 0.724 6.657 -6.419  0.06
O: -3.615 -1.317 -2.908  0.02
O: 0.212 -2.974 5.854  0.02
O: 4.783 -2.228 3.648  0.02
O: -4.625 3.258 1.351  0.03
O: -7.681 -1.214 1.655  0.06
O: -1.075 -9.685 -2.258  0.06
C: 1.059 6.784 -0.884  -0.29
C: 4.184 2.434 -0.549  -0.25
C: 2.745 4.755 -4.076  0.00
C: 7.077 0.588 3.501  -0.04
C: -3.254 -1.780 6.149  -0.33
C: 1.921 -5.749 4.064  0.00
C: -6.009 1.279 -2.665  0.00
C: 3.009 -5.673 -1.612  -0.22
C: -2.980 -4.099 -5.786  -0.39
C: -4.654 -1.927 6.267  -0.01
C: -4.459 3.810 -5.055  -0.02
C: 4.355 0.170 3.829  -0.01
C: 3.172 -0.789 -5.368  -0.26
C: 1.745 5.185 -4.892  -0.04
C: -2.641 -4.741 0.386  -0.29
C: -2.569 8.553 3.848  -0.33
C: 4.106 -4.567 -1.519  -0.21
C: -2.197 -2.120 -4.585  -0.01
C: 4.018 5.343 -4.245  -0.33
C: -3.069 -7.452 0.052  -0.40
C: -0.070 -6.573 -4.717  -0.32
C: -2.500 5.849 3.239  -0.29
C: -5.090 -0.042 4.848  -0.33
C: -1.637 -7.539 -3.106  0.03
C: -5.665 -0.220 1.198  -0.01
C: 9.035 -2.110 -1.481  -0.09
C: -0.083 8.420 -2.200  -0.03
C: -0.153 3.676 6.414  -0.31
C: -0.246 -4.860 3.376  0.00
C: -2.739 -0.794 5.255  0.01
C: 2.276 -2.898 7.221  0.02
C: 3.370 -2.126 7.782  0.00
C: -1.218 7.516 -0.258  0.00
C: -0.920 2.889 5.542  -0.02
C: -3.679 0.165 4.762  0.00
C: -2.129 -3.040 -5.642  -0.05
C: -1.767 -6.920 -0.066  -0.02
C: 6.213 1.654 3.487  -0.36
C: 4.853 1.402 3.696  -0.03
C: -4.074 -6.651 0.461  -0.02
C: -1.442 6.449 3.966  -0.01
C: -5.594 -1.113 5.588  0.00
C: 2.996 -1.023 -3.843  -0.22
C: -6.846 2.366 -2.843  -0.37
C: 2.478 -4.622 3.484  -0.01
C: -7.910 -0.164 -2.908  -0.31
C: 4.152 6.404 -5.093  -0.04
C: 0.573 -5.761 4.038  -0.34
C: 6.903 -0.682 -1.488  -0.26
C: 1.304 3.653 6.380  0.02
C: 6.613 -0.687 3.576  -0.03
C: -4.883 0.933 1.065  0.01
C: 0.311 -8.783 -3.886  -0.04
C: 5.249 -0.944 3.733  -0.27
C: 1.903 3.038 5.278  -0.05
C: -2.464 2.813 -3.940  -0.33
C: -8.732 0.961 -3.165  0.00
C: -1.526 7.778 4.225  -0.04
C: -1.153 8.489 -1.272  -0.28
C: 2.377 -0.148 6.834  0.00
C: 8.161 -1.139 -2.225  -0.28
C: 3.860 -0.136 -0.683  -0.22
C: -6.543 -0.020 -2.719  -0.01
C: -3.588 2.748 -4.821  -0.02
C: -5.485 2.229 1.119  -0.32
C: 6.065 -1.896 -1.189  -0.30
C: -0.239 2.288 4.466  0.00
C: -6.832 2.304 1.227  -0.03
C: -3.260 -2.302 -3.771  -0.34
C: -4.047 -4.353 -4.853  0.02
C: 3.097 6.846 -5.871  -0.01
C: 3.915 1.250 -1.468  -0.22
C: -3.904 -5.281 0.525  -0.01
C: 3.728 -6.889 -2.246  -0.10
C: 0.350 -3.756 2.726  0.02
C: -3.549 8.017 3.006  -0.03
C: -0.119 6.647 -0.065  0.01
C: 3.380 -2.044 -6.206  -0.11
C: -1.566 -5.531 -0.020  0.00
C: 3.128 2.507 0.512  -0.11
C: 3.407 -0.761 7.582  -0.32
C: -7.530 1.157 1.462  -0.03
C: 4.322 -1.624 -3.258  -0.26
C: -8.203 2.241 -3.081  -0.01
C: -6.964 -0.085 1.477  -0.38
C: -3.535 6.650 2.680  -0.01
C: -4.233 5.052 -4.460  -0.35
C: -4.116 -3.441 -3.758  0.02
C: -2.224 4.135 -3.347  -0.01
C: 1.730 -3.697 2.789  -0.33
C: 1.837 6.212 -5.785  -0.33
C: 1.291 -0.908 6.426  -0.01
C: 1.216 -2.285 6.510  -0.29
C: -0.802 -8.715 -3.092  -0.37
C: -3.120 5.114 -3.563  -0.04
C: 1.175 2.356 4.354  -0.35
C: -1.208 -6.414 -3.873  0.04
C: 0.717 -7.702 -4.616  -0.06
C: 0.969 7.580 -1.974  -0.05
C: 3.350 -3.279 -1.054  -0.22
H: 5.127 6.841 -5.249  0.12
H: -3.311 -0.413 -3.018  0.09
H: 3.070 1.550 1.030  0.05
H: -0.690 1.817 3.605  0.11
H: -0.588 -5.141 -0.263  0.11
H: -1.035 -7.618 -0.443  0.11
H: 2.295 -3.971 7.339  0.10
H: -5.221 -1.197 1.075  0.13
H: -6.040 -0.947 -2.489  0.10
H: -7.388 3.205 1.441  0.13
H: -5.744 3.808 -2.445  0.09
H: 0.949 -9.649 -3.789  0.12
H: -5.004 1.391 -2.286  0.11
H: 4.464 3.312 -1.131  0.11
H: -4.402 8.635 2.771  0.11
H: 1.701 7.546 -2.767  0.11
H: 0.883 7.281 -7.131  0.11
H: 3.196 -3.258 0.024  0.07
H: 0.629 -3.671 5.342  0.07
H: 4.392 -2.400 -6.015  0.07
H: 6.354 -2.642 -1.929  0.10
H: 4.241 -2.539 8.268  0.11
H: 3.287 0.033 3.747  0.11
H: -1.862 7.601 0.605  0.09
H: 4.487 -4.439 -2.532  0.09
H: -1.324 -4.914 3.371  0.13
H: -1.812 10.225 -2.008  0.09
H: 4.200 0.875 8.364  0.10
H: 3.066 -7.420 -2.930  0.05
H: -6.654 -1.233 5.762  0.11
H: -1.898 -2.866 -0.111  0.01
H: -3.833 0.684 1.111  0.10
H: -8.561 1.351 1.720  0.12
H: 8.635 -0.160 -2.288  0.11
H: 8.453 -2.723 -0.792  0.07
H: 1.972 5.176 -0.103  0.07
H: 2.349 -3.061 -1.428  0.09
H: -8.586 -1.140 1.341  0.11
H: 4.912 -4.707 -0.798  0.12
H: 2.946 3.200 5.048  0.11
H: -3.164 4.139 2.535  0.06
H: -8.851 3.104 -3.118  0.12
H: 2.182 2.840 0.085  0.08
H: -5.459 1.458 3.814  0.09
H: -1.558 -1.250 -4.553  0.12
H: -7.904 -2.169 -2.387  0.10
H: 2.492 -6.534 4.537  0.13
H: -4.818 -3.500 -2.940  0.11
H: 1.680 -7.930 -5.049  0.11
H: 4.189 2.254 3.697  0.09
H: 2.237 -0.271 -5.579  0.11
H: -2.459 -8.998 0.816  0.12
H: -3.170 0.979 4.266  0.08
H: -3.749 2.950 1.105  0.09
H: -0.516 5.959 4.228  0.12
H: 2.842 -0.180 -0.295  0.05
H: -5.085 6.669 -3.937  0.11
H: -1.670 -0.829 5.104  0.09
H: -3.729 1.723 -5.131  0.11
H: 9.752 -1.499 -0.933  0.08
H: 4.552 -2.601 -3.683  0.09
H: -1.255 -3.102 -6.274  0.11
H: 2.459 0.928 6.776  0.10
H: -9.793 0.767 -3.206  0.11
H: -2.322 -4.426 -7.329  0.10
H: 4.547 0.007 0.151  0.10
H: 7.363 -1.458 3.479  0.11
H: 3.552 -4.506 3.465  0.12
H: -2.466 -7.383 -2.431  0.10
H: -4.382 6.239 2.151  0.11
H: 0.016 9.101 -3.033  0.11
H: 1.019 -5.901 -6.073  0.10
H: 5.129 2.148 -0.085  0.10
H: 4.053 -0.188 -5.594  0.11
H: -4.874 -5.029 -5.011  0.11
H: 6.156 -2.119 -0.126  0.11
H: 4.578 -6.532 -2.828  0.06
H: -1.992 3.008 5.495  0.11
H: 3.393 3.167 1.338  0.08
H: -1.739 4.660 6.944  0.10
H: -4.742 -4.663 0.814  0.12
H: 2.683 -2.877 -6.119  0.07
H: -1.411 4.184 -2.639  0.11
H: -3.213 10.271 3.471  0.09
H: 2.166 -5.395 -2.243  0.10
H: -5.290 3.689 -5.734  0.12
H: 1.997 -2.006 1.781  0.05
H: -0.255 -2.965 2.310  0.10
H: 2.101 -1.645 -3.819  0.11
H: 4.016 -2.396 3.095  0.04
H: 7.298 3.158 2.872  0.11
H: 2.962 1.513 -1.927  0.09
H: 3.231 -1.747 -7.244  0.08
H: -3.016 6.062 -3.056  0.11
H: 1.264 1.815 2.372  0.05
H: 0.825 4.645 -4.725  0.12
H: 1.754 4.146 7.229  0.11
H: 7.181 -0.127 -0.591  0.12
H: 3.205 7.604 -6.632  0.11
H: 2.616 -0.164 -3.291  0.08
H: 2.585 -5.968 -0.652  0.11
H: 4.048 -7.678 -1.565  0.08
H: 4.676 1.314 -2.246  0.10
H: 7.830 -1.470 -3.209  0.11
H: 5.896 5.027 -4.134  0.10
H: -1.709 -5.457 -3.857  0.10
H: 2.655 3.873 -3.458  0.11
H: 8.090 0.856 3.240  0.12
H: 6.422 0.044 -2.144  0.09
H: 9.571 -2.695 -2.228  0.08
H: -0.699 8.287 4.698  0.13
H: -0.007 6.060 0.835  0.10
H: -4.980 -2.646 7.004  0.10
H: -5.063 -7.047 0.636  0.12
H: -1.461 -2.480 6.463  0.05
H: 0.618 -0.353 5.789  0.10
H: -0.934 -6.605 4.953  0.10
H: -1.169 1.875 -2.966  0.09
H: 5.092 -0.913 -3.559  0.09
H: -2.008 -9.878 -2.136  0.12

Calculated values
Net charge = 0
HOMO energy = -7.02 eV
DFT total energy = -9165.3993 a.u.
Orbital gap = 6.2760 eV